A molecular structure, C8H7NO3Se, computed with ωB97M-V with the def2-TZVPD basis set.

The geometry in XYZ format:
```
20
Properties=species:S:1:pos:R:3:forces:R:3
C -0.012 1.869 -1.579 3.32 0.18 -1.33
C 1.069 1.037 -1.664 -2.74 -0.39 1.39
C -1.169 1.866 -0.776 -1.52 1.74 -0.22
C 1.237 -0.166 -0.864 0.64 -0.25 0.79
C -1.785 0.786 -0.500 0.17 -4.49 2.39
C 0.488 -0.714 0.064 -0.90 0.36 0.60
C 2.542 -0.874 -1.129 0.64 0.62 -2.68
C -0.161 -1.192 3.093 1.88 -0.43 -2.23
N -2.424 -0.262 -0.049 -0.48 0.38 -0.73
O -3.277 -0.819 -0.784 -0.16 -0.08 -0.48
O 3.344 -0.321 -1.855 0.16 -0.49 1.01
O -2.166 -0.766 1.095 -0.24 0.71 0.94
Se -0.104 -1.926 1.162 -0.55 -0.49 0.15
H 0.111 2.711 -2.238 -0.20 0.51 -0.10
H 1.896 1.166 -2.297 0.59 0.66 -0.96
H -1.811 2.743 -0.640 0.76 0.50 -0.19
H 2.620 -1.967 -1.046 -0.13 0.00 1.04
H -0.785 -1.699 3.771 -1.04 -1.00 0.17
H 0.868 -1.234 3.394 0.42 0.15 0.30
H -0.481 -0.237 2.840 -0.61 1.80 0.13
```
Positions in Å, forces in eV/Å.

The total energy is -2990.57669 a.u. The charge is 0. As for the gap between HOMO and LUMO (alpha / beta): 6.507 / 6.506 eV. The HOMO energy (alpha / beta) comes out at -8.076 / -8.076 eV. The value obtained for the relative energy (zero: lowest compared OMol25 entry of this formula, charge and spin) is 513.1 kJ/mol. The calculation puts the largest force on an atom at 5.1 eV/A.


A gas-phase ion, C8H7O4 (charge -1), computed with ωB97M-V with the def2-TZVPD basis set.

The geometry in XYZ format:
```
19
Properties=species:S:1:pos:R:3:forces:R:3
C 0.015 1.150 1.671 2.51 0.80 0.97
C -1.035 1.986 1.662 -0.43 -3.33 -3.44
C -0.150 0.107 0.661 1.14 -0.07 0.69
C -1.323 0.416 0.111 -2.89 0.94 -0.14
C 1.982 -0.663 -1.804 0.93 0.06 -1.21
C 0.761 -1.111 0.375 -2.42 2.28 1.04
C 2.015 -0.805 -0.323 -1.91 0.04 -2.74
C -2.212 -0.175 -0.945 -0.52 1.13 -2.37
O -1.529 -0.881 -1.753 0.38 -0.98 -0.30
O 0.870 -0.536 -2.398 -0.98 0.04 -0.78
O -1.903 1.545 0.642 1.08 0.33 1.83
O -3.385 0.200 -1.175 1.40 -0.62 1.50
H 0.947 1.470 2.248 -1.31 -1.14 -0.65
H -1.340 2.774 2.225 -0.67 2.17 1.26
H 1.065 -1.426 1.319 0.20 -0.90 1.98
H 0.113 -1.887 -0.040 0.50 0.06 -0.47
H 2.614 0.049 -0.202 0.47 1.66 1.46
H 2.651 -1.590 -0.204 2.18 -2.26 0.48
H -0.157 -0.624 -2.068 0.35 -0.22 0.89
```
Positions in Å, forces in eV/Å.

The total energy is -609.94904 a.u. The charge is -1. As for the gap between HOMO and LUMO: 6.980 eV. The HOMO energy comes out at -3.473 eV. The value obtained for the relative energy (zero: lowest compared OMol25 entry of this formula, charge and spin) is 108.6 kJ/mol. The calculation puts the largest force on an atom at 4.8 eV/A.


Which value of relative energy (zero: lowest compared OMol25 entry of this formula, charge and spin) does entry 1 give?
513.1 kJ/mol


largest force on an atom of number 1 (C8H7NO3Se)?
5.1 eV/A


Which of these has the highest largest force on an atom?
C8H7NO3Se


Please write out number 1 again, unchanged.
A molecular structure, C8H7NO3Se, computed with ωB97M-V with the def2-TZVPD basis set.

The geometry in XYZ format:
```
20
Properties=species:S:1:pos:R:3:forces:R:3
C -0.012 1.869 -1.579 3.32 0.18 -1.33
C 1.069 1.037 -1.664 -2.74 -0.39 1.39
C -1.169 1.866 -0.776 -1.52 1.74 -0.22
C 1.237 -0.166 -0.864 0.64 -0.25 0.79
C -1.785 0.786 -0.500 0.17 -4.49 2.39
C 0.488 -0.714 0.064 -0.90 0.36 0.60
C 2.542 -0.874 -1.129 0.64 0.62 -2.68
C -0.161 -1.192 3.093 1.88 -0.43 -2.23
N -2.424 -0.262 -0.049 -0.48 0.38 -0.73
O -3.277 -0.819 -0.784 -0.16 -0.08 -0.48
O 3.344 -0.321 -1.855 0.16 -0.49 1.01
O -2.166 -0.766 1.095 -0.24 0.71 0.94
Se -0.104 -1.926 1.162 -0.55 -0.49 0.15
H 0.111 2.711 -2.238 -0.20 0.51 -0.10
H 1.896 1.166 -2.297 0.59 0.66 -0.96
H -1.811 2.743 -0.640 0.76 0.50 -0.19
H 2.620 -1.967 -1.046 -0.13 0.00 1.04
H -0.785 -1.699 3.771 -1.04 -1.00 0.17
H 0.868 -1.234 3.394 0.42 0.15 0.30
H -0.481 -0.237 2.840 -0.61 1.80 0.13
```
Positions in Å, forces in eV/Å.

The total energy is -2990.57669 a.u. The charge is 0. As for the gap between HOMO and LUMO (alpha / beta): 6.507 / 6.506 eV. The HOMO energy (alpha / beta) comes out at -8.076 / -8.076 eV. The value obtained for the relative energy (zero: lowest compared OMol25 entry of this formula, charge and spin) is 513.1 kJ/mol. The calculation puts the largest force on an atom at 5.1 eV/A.